Density functional theory data (wB97M-V/def2-TZVPD) for a molecular structure, C30H44N2O6P2Tb.

Its total charge is +1. Its spin multiplicity is 7. The energy above the lowest of the compared OMol25 structures with the same formula, charge and spin comes out at 288.0 kcal per mole. Its expectation value of S² is 12.6041. The value obtained for the gap between HOMO and LUMO (alpha / beta) is 4.60 / 4.57 eV.

Each line ends with the Löwdin charge.
Positions of all 85 atoms, in Å:
1 Tb -0.031 0.262 -1.130  1.276
2 C -0.815 -2.150 0.487  -0.293
3 C 0.482 -2.277 -0.133  -0.362
4 C 0.702 -1.037 1.821  -0.249
5 C -0.668 -1.401 1.688  -0.251
6 C 1.413 -1.585 0.722  -0.302
7 C -2.114 -2.729 0.037  -0.073
8 H -1.964 -3.514 -0.718  0.073
9 H -2.775 -1.954 -0.386  0.056
10 H -2.662 -3.174 0.878  0.083
11 C -1.765 -1.132 2.626  -0.047
12 H -2.528 -1.928 2.623  0.082
13 H -2.294 -0.205 2.346  0.081
14 H -1.414 -0.991 3.661  0.062
15 C 1.338 -0.300 2.925  -0.041
16 H 0.778 -0.391 3.867  0.060
17 H 1.389 0.781 2.702  0.084
18 H 2.381 -0.620 3.100  0.086
19 C 2.886 -1.488 0.567  -0.066
20 H 3.430 -1.744 1.487  0.088
21 H 3.178 -0.453 0.343  0.043
22 H 3.251 -2.133 -0.247  0.083
23 C 0.862 -3.112 -1.313  -0.077
24 H 1.540 -3.924 -1.005  0.094
25 H 1.403 -2.553 -2.094  0.043
26 H -0.020 -3.556 -1.787  0.066
27 C -1.539 2.064 -4.335  -0.217
28 C -2.159 0.757 -4.702  -0.383
29 C -1.440 -0.188 -5.679  -0.179
30 C 0.094 -0.382 -5.623  -0.162
31 C 0.803 -0.027 -4.364  -0.123
32 C 1.450 1.279 -4.124  -0.461
33 C 0.889 2.412 -5.133  -0.135
34 C -0.589 2.569 -5.424  -0.151
35 H -1.728 0.333 -6.596  0.116
36 H 0.519 0.070 -6.552  0.138
37 H -1.957 -1.176 -5.739  0.118
38 H -0.881 2.214 -6.456  0.139
39 H -2.165 2.912 -3.986  0.135
40 H -3.209 0.674 -5.011  0.120
41 H -0.779 3.647 -5.458  0.121
42 H 1.240 3.384 -4.735  0.095
43 H 2.546 1.271 -4.358  0.121
44 H 1.387 2.241 -6.099  0.123
45 H 0.182 -1.478 -5.790  0.131
46 H 1.168 -0.900 -3.829  0.083
47 P -2.495 0.352 -2.937  0.984
48 C -4.070 1.153 -2.679  -0.128
49 C -1.804 -1.309 -3.109  -0.178
50 P 2.010 1.686 -2.461  0.807
51 C -1.203 1.633 -2.576  -0.335
52 C 3.183 0.366 -2.080  -0.249
53 C 2.777 3.317 -2.486  -0.212
54 H -4.062 1.821 -1.806  0.089
55 H -4.741 0.291 -2.505  0.080
56 H -4.381 1.710 -3.587  0.092
57 H -0.685 -1.435 -3.261  0.072
58 H -2.214 -1.657 -4.083  0.072
59 H -2.176 -2.018 -2.363  0.032
60 H 2.526 3.632 -3.518  0.028
61 H 3.890 3.230 -2.357  0.077
62 H 2.366 4.070 -1.762  0.076
63 H -1.110 2.633 -2.080  0.116
64 H -0.216 1.299 -2.897  -0.081
65 H 3.701 0.420 -1.107  0.056
66 H 3.922 0.521 -2.866  0.058
67 H 2.755 -0.634 -2.187  0.033
68 O -0.665 3.790 0.199  0.047
69 C -0.828 2.795 0.889  -0.527
70 O -0.749 1.534 0.451  -0.256
71 C -1.071 3.089 2.356  -0.080
72 C -0.983 2.072 3.299  0.071
73 C -1.161 2.272 4.699  -0.084
74 C -1.473 3.539 5.203  0.104
75 C -1.571 4.585 4.273  -0.107
76 C -1.364 4.390 2.868  0.119
77 N -1.886 5.895 4.774  -0.325
78 O -2.074 6.042 6.011  0.064
79 O -1.967 6.842 3.992  0.081
80 N -0.999 1.217 5.683  -0.280
81 O -0.671 0.061 5.316  0.032
82 O -1.189 1.492 6.884  0.083
83 H -0.747 1.052 3.016  0.074
84 H -1.609 3.707 6.271  0.137
85 H -1.425 5.232 2.179  0.130

---

Density functional theory data (wB97M-V/def2-TZVPD) for a molecular structure, C56H45Cl2IN5O3P2PtS.

Its total charge is +3. Its spin multiplicity is 1. The energy above the lowest of the compared OMol25 structures with the same formula, charge and spin comes out at 110.1 kcal per mole. The value obtained for the gap between HOMO and LUMO (alpha / beta) is 2.83 / 2.83 eV.

Each line ends with the Löwdin charge.
Positions of all 116 atoms, in Å:
1 Pt -0.680 0.892 0.241  0.859
2 O 1.162 3.927 1.086  -0.400
3 S 0.325 3.439 -0.019  0.917
4 C -0.919 4.705 -0.311  -0.344
5 C -0.589 6.049 -0.309  -0.046
6 C -1.600 6.984 -0.472  -0.006
7 C -2.919 6.568 -0.561  -0.007
8 C -3.248 5.223 -0.486  -0.031
9 C -2.239 4.269 -0.379  -0.309
10 P -2.607 2.471 -0.366  1.131
11 C -4.133 2.237 0.607  -0.332
12 C -5.435 2.538 0.213  -0.071
13 C -6.494 2.245 1.059  -0.036
14 C -6.283 1.643 2.288  -0.028
15 C -4.987 1.370 2.698  -0.048
16 C -3.924 1.673 1.868  -0.125
17 C -2.804 2.141 -2.148  -0.356
18 C -1.670 1.610 -2.766  -0.133
19 C -1.685 1.265 -4.102  -0.041
20 C -2.841 1.455 -4.845  -0.027
21 C -3.959 2.016 -4.251  -0.031
22 C -3.949 2.354 -2.908  -0.055
23 C 1.454 3.441 -1.424  -0.332
24 C 1.730 4.549 -2.202  -0.023
25 C 2.825 4.512 -3.054  -0.004
26 C 3.620 3.378 -3.109  -0.006
27 C 3.301 2.250 -2.371  -0.054
28 C 2.198 2.268 -1.517  -0.345
29 P 1.734 0.814 -0.502  1.115
30 C 2.814 0.918 0.958  -0.339
31 C 3.986 1.674 0.947  -0.051
32 C 4.772 1.729 2.085  -0.034
33 C 4.392 1.064 3.242  -0.029
34 C 3.228 0.310 3.252  -0.101
35 C 2.444 0.233 2.115  -0.156
36 C 2.329 -0.557 -1.530  -0.349
37 C 2.060 -0.541 -2.901  -0.096
38 C 2.568 -1.532 -3.719  -0.035
39 C 3.297 -2.579 -3.172  -0.027
40 C 3.522 -2.622 -1.803  -0.043
41 C 3.041 -1.619 -0.978  -0.055
42 H 0.434 6.354 -0.157  0.129
43 H -1.358 8.035 -0.504  0.132
44 H -3.706 7.298 -0.667  0.131
45 H -4.282 4.918 -0.486  0.110
46 H -5.652 3.006 -0.734  0.090
47 H -7.498 2.494 0.752  0.124
48 H -7.121 1.399 2.924  0.125
49 H -4.808 0.926 3.665  0.119
50 H -2.910 1.470 2.188  0.057
51 H -0.778 1.426 -2.168  0.043
52 H -0.810 0.832 -4.559  0.112
53 H -2.867 1.170 -5.883  0.124
54 H -4.849 2.190 -4.836  0.125
55 H -4.842 2.767 -2.472  0.093
56 H 1.110 5.428 -2.150  0.111
57 H 3.067 5.375 -3.654  0.131
58 H 4.495 3.365 -3.737  0.131
59 H 3.909 1.359 -2.440  0.127
60 H 4.295 2.206 0.058  0.107
61 H 5.690 2.298 2.071  0.122
62 H 5.000 1.136 4.132  0.124
63 H 2.927 -0.218 4.145  0.109
64 H 1.548 -0.368 2.109  0.060
65 H 1.472 0.257 -3.334  0.106
66 H 2.405 -1.481 -4.784  0.120
67 H 3.706 -3.348 -3.811  0.124
68 H 4.092 -3.438 -1.384  0.119
69 H 3.223 -1.649 0.088  0.073
70 I -0.519 0.237 6.621  0.911
71 C -0.340 1.119 4.728  -0.726
72 C 0.203 2.353 4.409  -0.097
73 N 0.118 2.480 3.081  0.017
74 N -0.437 1.405 2.519  -0.104
75 C -0.722 0.562 3.502  -0.223
76 H 0.639 3.108 5.035  0.136
77 H 0.535 3.224 2.506  0.093
78 H -1.140 -0.410 3.327  0.093
79 N -3.097 -1.226 1.280  0.035
80 C -4.194 -1.906 0.916  -0.034
81 C -4.430 -1.607 -0.407  -0.001
82 C -3.417 -0.717 -0.765  -0.124
83 N -2.626 -0.486 0.273  -0.082
84 H -2.648 -1.223 2.183  0.148
85 H -4.720 -2.551 1.589  0.138
86 H -5.226 -1.959 -1.025  0.116
87 H -3.229 -0.278 -1.724  0.108
88 Cl 3.598 -2.812 2.621  0.814
89 C 3.313 -4.498 2.820  -0.562
90 C 4.032 -5.217 3.750  -0.084
91 C 3.831 -6.586 3.862  -0.041
92 C 2.883 -7.221 3.075  -0.078
93 C 2.156 -6.510 2.135  -0.563
94 Cl 0.915 -7.321 1.259  0.815
95 C 2.375 -5.118 1.963  -0.282
96 N 1.659 -4.359 1.075  0.096
97 C 1.329 -4.764 -0.192  -0.243
98 C 2.166 -5.681 -0.856  -0.073
99 C 1.883 -6.081 -2.137  -0.042
100 C 0.757 -5.581 -2.790  -0.035
101 C -0.061 -4.656 -2.162  -0.013
102 C 0.192 -4.248 -0.861  -0.146
103 C -0.765 -3.360 -0.149  -0.017
104 C -0.321 -1.873 -0.207  -0.687
105 O -0.455 -1.243 -1.256  -0.001
106 O 0.095 -1.397 0.876  -0.066
107 H 4.750 -4.720 4.381  0.115
108 H 4.411 -7.159 4.568  0.122
109 H 2.698 -8.277 3.193  0.118
110 H 1.514 -3.382 1.327  0.106
111 H 3.056 -6.028 -0.356  0.126
112 H 2.540 -6.771 -2.640  0.123
113 H 0.515 -5.927 -3.781  0.116
114 H -0.938 -4.286 -2.671  0.124
115 H -0.869 -3.625 0.903  0.132
116 H -1.743 -3.400 -0.629  0.130

---

Density functional theory data (wB97M-V/def2-TZVPD) for 6 unconnected molecules or ions with the total composition C31H23ClNO12P.

Its total charge is 0. Its spin multiplicity is 1. The value obtained for the gap between HOMO and LUMO is 7.62 eV.

Each line ends with the Löwdin charge.
Positions of all 69 atoms, in Å:
1 O 0.066 -2.408 4.488  0.077
2 N -0.333 -1.316 4.499  -0.023
3 O -1.012 -1.005 3.269  -0.224
4 C -2.072 -0.088 3.543  -0.535
5 P -3.675 -0.844 4.035  0.555
6 Cl -3.763 -2.461 2.772  0.151
7 H -2.248 0.504 2.652  0.030
8 H -1.787 0.605 4.343  0.086
9 H -3.224 -1.532 5.187  -0.099
10 C -2.059 1.057 -0.789  0.032
11 C -1.493 0.868 -1.976  0.021
12 C -1.639 -0.424 -2.688  -0.389
13 O -1.080 -0.611 -3.751  0.083
14 C -2.460 -1.484 -2.048  0.031
15 C -3.049 -1.288 -0.870  0.033
16 C -2.878 -0.003 -0.148  -0.359
17 O -3.365 0.193 0.946  0.045
18 H -1.957 1.976 -0.225  0.121
19 H -0.880 1.615 -2.463  0.123
20 H -2.547 -2.415 -2.594  0.124
21 H -3.647 -2.044 -0.377  0.108
22 C 2.613 0.760 1.370  0.014
23 C 1.364 0.846 1.817  0.033
24 C 0.660 2.150 1.886  -0.358
25 O -0.495 2.210 2.260  0.094
26 C 1.399 3.358 1.446  0.034
27 C 2.648 3.268 1.000  0.023
28 C 3.351 1.963 0.918  -0.386
29 O 4.485 1.885 0.490  0.068
30 H 3.145 -0.181 1.298  0.129
31 H 0.792 -0.017 2.133  0.102
32 H 0.871 4.301 1.496  0.116
33 H 3.203 4.136 0.670  0.104
34 C 4.853 -0.834 -2.284  0.034
35 C 4.098 0.127 -1.757  0.023
36 C 2.625 0.120 -1.940  -0.355
37 O 1.931 0.999 -1.466  0.095
38 C 2.024 -0.989 -2.723  0.037
39 C 2.782 -1.945 -3.252  0.033
40 C 4.257 -1.945 -3.073  -0.384
41 O 4.951 -2.816 -3.549  0.108
42 H 5.930 -0.860 -2.171  0.124
43 H 4.506 0.948 -1.180  0.088
44 H 0.948 -0.947 -2.833  0.090
45 H 2.372 -2.762 -3.833  0.125
46 C -5.842 -7.174 1.182  0.020
47 C -5.844 -8.112 2.125  0.021
48 C -4.691 -8.283 3.048  -0.386
49 O -4.695 -9.139 3.905  0.107
50 C -3.535 -7.365 2.878  0.023
51 C -3.534 -6.430 1.933  0.013
52 C -4.685 -6.258 1.012  -0.389
53 O -4.681 -5.401 0.154  0.091
54 H -6.668 -7.028 0.498  0.121
55 H -6.672 -8.793 2.272  0.122
56 H -2.711 -7.506 3.566  0.123
57 H -2.709 -5.744 1.786  0.118
58 C 3.270 5.691 -2.020  0.025
59 C 3.921 6.172 -3.076  0.028
60 C 3.708 7.565 -3.547  -0.384
61 O 4.300 8.001 -4.510  0.113
62 C 2.739 8.402 -2.793  0.023
63 C 2.088 7.922 -1.738  0.022
64 C 2.304 6.531 -1.267  -0.372
65 O 1.708 6.099 -0.302  0.096
66 H 3.409 4.678 -1.665  0.112
67 H 4.631 5.583 -3.643  0.124
68 H 2.602 9.412 -3.157  0.123
69 H 1.377 8.508 -1.170  0.122